Molecular formula: C2H13NO4
Method: DFT, ωB97M-V/def2-TZVPD

```
20
Properties=species:S:1:pos:R:3
C -2.878 0.833 0.840
C -1.687 0.595 1.399
N -0.974 -0.588 1.150
H -3.183 0.409 -0.117
H -3.681 1.368 1.255
H -1.043 1.432 1.964
H -0.280 -0.923 1.918
H -1.294 -1.034 0.292
H -1.346 0.134 -2.954
H -1.805 -1.310 -2.887
O -1.265 -0.617 -3.465
H 2.032 -0.007 2.341
H 2.948 -0.834 1.551
O 2.360 -0.859 2.355
H 1.466 0.990 -0.514
H 0.703 1.698 0.631
O 1.408 1.040 0.502
H 2.878 -0.252 -2.110
H 1.406 -1.046 -2.330
O 1.923 -0.200 -1.957
```

Calculated values
electronic energy	-11962.27363	eV
ΔE to the lowest compared entry with this formula, charge and spin	308.1	kJ/mol
lowest unoccupied orbital energy	0.009	hartree
Kohn-Sham gap	8.041	eV

***

Molecular formula: C2H13NO4
Method: DFT, ωB97M-V/def2-TZVPD

```
20
Properties=species:S:1:pos:R:3
C 2.381 0.343 -2.901
C 1.364 -1.718 -2.426
N 1.255 -0.582 -2.936
H 2.819 0.404 -1.904
H 2.091 1.327 -3.249
H 3.166 -0.109 -3.525
H 0.522 -2.308 -2.087
H 2.334 -2.156 -2.133
H -0.188 1.476 4.417
H -0.918 1.251 3.136
O -0.033 1.173 3.511
H -2.301 1.990 1.419
H -2.751 2.816 2.578
O -3.114 2.275 1.859
H -1.179 -1.550 3.015
H -0.504 -1.983 1.722
O -1.128 -2.284 2.394
H -1.729 -0.775 -0.774
H -0.947 0.435 -1.470
O -1.139 -0.024 -0.646
```

Calculated values
electronic energy	-11963.58416	eV
ΔE to the lowest compared entry with this formula, charge and spin	181.6	kJ/mol
lowest unoccupied orbital energy	0.014	hartree
Kohn-Sham gap	9.940	eV

***

Molecular formula: C2H13NO5
Method: DFT, ωB97M-V/def2-TZVPD

```
21
Properties=species:S:1:pos:R:3
O 4.549 1.028 0.906
C 4.252 0.290 -0.033
C 2.910 0.203 -0.788
N 1.675 0.784 -0.075
H 5.068 -0.322 -0.475
H 3.224 0.839 -1.645
H 2.633 -0.674 -1.199
H 1.530 0.149 0.655
H 1.966 1.560 0.398
H -1.647 -2.302 -0.839
H -1.368 -0.716 -0.995
O -1.628 -1.361 -0.444
H -0.293 0.277 1.962
H -1.639 0.337 1.527
O -1.152 0.421 2.299
H -2.487 1.574 -1.390
H -1.278 2.012 -0.481
O -1.696 1.390 -0.948
H -4.432 -1.236 0.544
H -5.163 -2.456 0.160
O -5.025 -1.798 0.864
```

Calculated values
multiplicity	2
expectation value of S²	0.75
electronic energy	-14009.66404	eV
ΔE to the lowest compared entry with this formula, charge and spin	270.0	kJ/mol
lowest unoccupied orbital energy (spin up / spin down)	0.115 / 0.120	hartree
Kohn-Sham gap (spin up / spin down)	2.405 / 10.131	eV
charge	-1